# 1
This record from OMol25 describes the molecule C15H20N2O2S at a distorted geometry. The level of theory is the ωB97M-V functional and the def2-TZVPD basis.

Geometry as XYZ:
```
40
Properties=species:S:1:pos:R:3:nbo_charge:R:1
C 1.38209 -0.86779 2.47137 -0.220
O 2.09714 -0.53049 0.06059 -0.496
H -0.25140 0.76031 0.93421 0.200
H 2.19188 -3.88774 3.37890 0.200
C -2.53641 1.77837 -2.69735 -0.264
O 2.19820 0.21576 -2.06401 -0.600
H 1.53995 -2.87078 -0.01376 0.223
H 3.43611 -1.50135 2.32637 0.220
C -1.58538 2.57307 -3.27796 -0.177
C 0.15275 -1.40454 3.22952 -0.439
C -0.62254 0.78194 -1.87108 0.002
H -1.12453 -0.78163 0.58129 0.208
H 2.74189 -1.69916 3.94059 0.211
H -0.73040 -0.86431 2.91939 0.203
H 1.65658 0.16683 2.73434 0.232
H -1.03689 3.86738 -4.90514 0.217
H -1.82927 5.94595 -3.95314 0.208
H -2.59429 0.00239 -1.30785 0.227
C -1.85075 5.04672 -3.31763 -0.594
C -1.95601 0.70242 -1.87905 -0.282
H -2.74757 3.61407 -4.70010 0.217
H 0.21021 -1.30356 4.33921 0.219
N 0.17270 -0.00536 -0.99738 -0.478
N 0.83924 -3.30565 1.91081 -0.431
C 0.77453 -2.51261 0.65549 -0.269
H -2.77145 5.08769 -2.74536 0.206
H -0.06864 -3.47245 3.81368 0.201
C -0.18219 -0.21072 0.41723 -0.230
H 2.93450 -3.67357 1.81096 0.205
H -3.59796 1.98736 -2.79383 0.221
C 2.18971 -3.24915 2.50985 -0.226
C 1.04113 -1.00087 0.94513 0.254
H -0.97933 5.13970 -2.66614 0.211
C 2.55204 -1.78130 2.86700 -0.436
C -0.14249 -2.86905 2.90558 -0.224
C -1.80219 3.76149 -4.13980 -0.441
C 1.55128 -0.11876 -1.10270 0.889
S 0.04568 2.06594 -2.91628 0.429
H -0.13645 -2.62035 0.08362 0.207
H -1.16146 -2.96620 2.51345 0.198
```

Structure (SMILES)   CCc1ccc(N2C[C@@]3(CN4CCC3CC4)OC2=O)s1
Lowest unoccupied orbital energy   0.0254 hartree
E   -1241.7561 Eh
Energy above the lowest of the compared OMol25 structures with the same formula, charge and spin   177.66 kJ/mol

=====

# 2
This record from OMol25 describes the molecule C15H20N2O3S2 at a distorted geometry. The level of theory is the ωB97M-V functional and the def2-TZVPD basis.

Geometry as XYZ:
```
42
Properties=species:S:1:pos:R:3:nbo_charge:R:1
S -0.41421 -0.14493 2.55656 0.231
C 1.74076 -0.91161 -0.05867 -0.181
H 1.43132 3.14076 -1.01164 0.217
H 0.06869 -1.66580 4.42750 0.234
H 3.60593 1.18361 -3.23180 0.208
H 0.52152 3.37463 -3.94907 0.217
H -0.44787 2.48944 -2.83547 0.212
S 0.19583 -3.02689 0.74691 2.294
H -3.93399 0.24522 4.66947 0.240
H 2.84478 2.17415 -4.47245 0.211
O -4.15414 -1.44868 2.38251 -0.297
C 2.66443 1.38505 -3.76036 -0.598
C -2.22667 -2.14514 1.53631 0.311
C 0.06814 -0.17015 -2.17765 -0.165
C 1.23168 0.56884 -1.94666 0.008
H 3.04466 2.70420 -1.48142 0.203
H -2.56021 1.13101 3.91507 0.243
C 2.10016 2.96143 -1.85509 -0.601
H -4.10555 1.27934 3.26086 0.238
C -3.16963 -0.56056 2.79779 0.386
O 0.47718 -4.26340 0.05990 -0.939
H 0.86868 -0.15428 4.64246 0.227
H 2.24134 3.90278 -2.37626 0.215
C -3.45894 0.58103 3.73713 -0.674
C 2.01675 0.18949 -0.85696 -0.164
O 0.85296 -2.95831 2.04904 -0.913
H 2.91426 0.75230 -0.64429 0.207
H -1.11659 -1.81564 -1.62636 0.226
C -0.05548 -0.57691 4.33424 -0.712
H 2.38779 0.45755 -4.31066 0.217
H 0.06051 1.70974 -4.39615 0.206
N -3.51865 -2.43477 1.56767 -0.179
C -0.26286 -1.24967 -1.37342 -0.199
H -1.93955 -3.81385 0.40492 0.454
H -0.58450 0.02339 -2.99221 0.213
H -0.88385 -0.27489 4.99205 0.210
N -1.45962 -3.04743 0.85975 -0.859
C 1.59022 1.82655 -2.76479 -0.083
C 0.55097 -1.61675 -0.30405 -0.326
C 0.36910 2.39080 -3.53715 -0.606
C -1.95628 -0.96137 2.30787 -0.371
H 2.40095 -1.23030 0.71459 0.242
```

Structure (SMILES)   CSc1c(NS(=O)(=O)c2ccc(C(C)(C)C)cc2)noc1C
Lowest unoccupied orbital energy   0.0169 hartree
E   -1715.1150 Eh
Energy above the lowest of the compared OMol25 structures with the same formula, charge and spin   204.42 kJ/mol

=====

# 3
This record from OMol25 describes C15H20N3O5S2Se2Ta as an isolated structure at a distorted geometry. The level of theory is the ωB97M-V functional and the def2-TZVPD basis.

Geometry as XYZ:
```
48
Properties=species:S:1:pos:R:3:nbo_charge:R:1
C 0.17106 -1.49818 2.98377 -0.500
H -2.06235 -0.34665 -5.90714 0.238
H 0.57233 -2.29875 3.60440 0.257
Se 1.31798 -1.66997 1.39077 0.220
H -3.46902 0.34255 -4.10668 0.234
C 3.40749 3.72670 0.97113 -0.125
H -1.49302 0.56898 2.72439 0.265
O -1.60643 -3.06260 0.96757 -0.740
H 3.10005 3.98985 1.97464 0.257
C 4.24098 3.02047 -1.65909 -0.167
C 4.99656 3.88136 -0.86596 -0.151
H -3.02643 -0.27671 2.51930 0.254
C -1.14798 -1.39452 -3.17999 0.378
O 0.99088 1.69955 1.56682 -0.493
N 0.69967 1.77543 -0.71311 -0.984
S 0.14947 -1.90675 -2.12774 -0.002
H -4.08484 -1.31263 -3.97712 0.236
H -1.72908 -0.34191 5.88167 0.500
N -1.01946 -1.50791 -4.48479 -0.525
C -1.95743 -0.32695 2.32087 -0.469
H 0.48736 -0.54800 3.40813 0.265
N -2.33545 -0.92668 -2.85329 -0.551
H -2.66956 -0.94059 -1.90035 0.445
H 5.92024 4.28399 -1.25934 0.255
C -2.26024 -1.14802 -5.20138 -0.230
C 3.06253 2.57493 -1.10581 -0.266
C 4.59101 4.22458 0.41816 -0.142
C -3.18678 -0.70444 -4.04202 -0.228
H -1.85792 -3.95338 0.69618 0.496
H -2.89346 -1.73460 4.41741 0.187
H -1.35067 -2.47126 4.88219 0.187
C 2.63230 2.90229 0.19189 -0.165
C -1.80797 -1.61071 4.38531 -0.039
Ta 0.38507 -0.26046 -0.30852 1.202
H -1.44431 -3.71751 2.92669 0.188
C -1.89043 -2.90331 2.34419 -0.061
Se -1.90045 0.01651 0.36984 0.097
O 2.31213 0.04050 -1.08534 -0.915
H 5.21230 4.89112 1.00105 0.254
S 1.93853 1.40921 -1.71175 2.236
O 1.59797 1.35441 -3.08488 -0.818
H 4.56123 2.73309 -2.65156 0.262
H -2.64594 -2.01070 -5.73764 0.236
C 1.37603 2.17006 0.52967 0.684
C -1.34659 -1.59219 2.90924 -0.164
H -0.16809 -1.82608 -4.92055 0.449
H -2.97210 -2.91933 2.51983 0.184
O -1.39717 -0.39479 4.97896 -0.731
```

Lowest unoccupied orbital energy   -0.2782 hartree
E   -6779.7957 Eh
Energy above the lowest of the compared OMol25 structures with the same formula, charge and spin   95.53 kJ/mol
Charge   +2